Entry 1:
25
Properties=species:S:1:pos:R:3 method="wB97M-V/def2-TZVPD" e_lumo_ev=0.63 gap_ev=8.5 smiles="Cc1ccc(O)cc1.CC(N)=O" relative_energy_kcal_mol=43.7 fmax_ev_per_a=5.0 total_charge=0 homo_ha=-0.28991
C 3.1649 -1.4058 -2.1632
C 1.8452 -1.4008 -1.5044
C 1.3380 -0.1579 -1.0994
C 0.1703 -0.1024 -0.2807
C -0.4352 -1.3425 0.1268
O -1.4926 -1.2865 0.9680
C 0.1674 -2.6170 -0.3055
C 1.1599 -2.5628 -1.2408
H 3.2229 -0.6839 -2.9896
H 3.5098 -2.3942 -2.4571
H 4.0077 -1.1392 -1.5323
H 1.8666 0.7846 -1.4750
H -0.2431 0.8406 0.1163
H -1.8496 -0.3174 1.1321
H -0.0751 -3.4726 0.2617
H 1.5485 -3.5995 -1.6085
C -1.9930 3.1323 0.2173
C -1.5062 2.3678 1.3256
N -0.0884 2.4553 1.5735
O -2.1543 1.6331 2.0514
H -2.2615 2.4219 -0.6779
H -1.1798 4.0014 -0.1268
H -2.9953 3.5146 0.5722
H 0.2629 1.9716 2.3379
H 0.5131 2.6464 0.8234



Entry 2:
25
Properties=species:S:1:pos:R:3 method="wB97M-V/def2-TZVPD" e_lumo_ev=0.66 gap_ev=8.9 smiles="Cc1ccc(O)cc1.CC(N)=O" relative_energy_kcal_mol=9.5 fmax_ev_per_a=1.7 total_charge=0 homo_ha=-0.30111
C 0.5117 0.5925 2.5383
C -0.5440 -0.0862 1.6730
C -0.1325 -0.7409 0.4999
C -0.9613 -1.5664 -0.2412
C -2.2782 -1.7753 0.1702
O -3.1196 -2.6160 -0.5016
C -2.7032 -1.1693 1.3262
C -1.8481 -0.3373 2.0511
H 0.4021 1.6816 2.5533
H 1.4544 0.4124 2.0332
H 0.3353 0.2373 3.5509
H 0.9041 -0.7116 0.1882
H -0.4498 -2.0758 -1.0515
H -2.7351 -2.8004 -1.3632
H -3.6606 -1.3964 1.7797
H -2.2225 0.1029 2.9709
C 1.7951 2.4071 -1.6289
C 2.1051 0.9128 -1.6458
N 1.8024 0.3026 -2.8337
O 2.5828 0.2949 -0.7244
H 0.9989 2.6350 -2.3262
H 2.7342 2.8762 -1.9121
H 1.6500 2.6490 -0.5834
H 2.0322 -0.6644 -2.9717
H 1.3469 0.8357 -3.5513



Entry 3:
24
Properties=species:S:1:pos:R:3 method="wB97M-V/def2-TZVPD" e_lumo_ev=0.67 gap_ev=8.4 smiles="CC(C)=C1C=CC=C[C@@H]1SN" relative_energy_kcal_mol=60.7 fmax_ev_per_a=4.8 total_charge=0 homo_ha=-0.28350
C 2.6229 0.1882 0.5338
C 1.4337 -0.4372 -0.0538
C 1.5776 -1.7147 -0.9080
C 0.2554 0.1909 0.1111
C 0.1551 1.3958 1.0262
C -0.8064 2.2759 0.7309
C -1.6263 2.2703 -0.4910
C -1.6231 1.1498 -1.2073
C -0.9917 -0.1169 -0.6036
S -2.6244 -0.5860 0.3477
N -2.0745 -2.2207 0.5376
H 3.5565 -0.0321 -0.0060
H 2.8683 -0.2879 1.4916
H 2.6091 1.1973 0.8126
H 2.1910 -1.3778 -1.6223
H 0.6111 -2.0660 -1.1953
H 2.0974 -2.4277 -0.2519
H 0.7212 1.4733 1.9619
H -0.9556 3.0467 1.6081
H -2.2532 3.1864 -0.9321
H -2.1876 1.0458 -2.2381
H -0.9555 -0.9058 -1.3074
H -2.9167 -2.7464 0.2915
H -1.6847 -2.5014 1.3638



Entry 4:
24
Properties=species:S:1:pos:R:3 method="wB97M-V/def2-TZVPD" e_lumo_ev="0.73 / -2.36" multiplicity=2 gap_ev="8.4 / 5.3" relative_energy_kcal_mol=41.2 fmax_ev_per_a=1.6 total_charge=0 homo_ha="-0.28244 / -0.28239"
O -2.8609 0.5516 -2.2421
H -3.6093 0.8516 -2.8022
C -1.2633 -2.4024 -0.9763
C -0.5120 -1.2433 -0.3882
C -1.1750 -0.0390 -0.1618
C -0.5206 1.0312 0.4323
C 0.8601 0.8859 0.6941
C 1.5833 -0.3074 0.4406
C 0.8603 -1.3693 -0.0852
C 3.0434 -0.3408 0.7489
O 1.4961 1.9704 1.1887
C -1.1992 2.3025 0.7891
H -0.6036 -3.2595 -1.1701
H -2.0570 -2.7471 -0.2962
H -1.7564 -2.1077 -1.9136
H -2.2143 0.0521 -0.4901
H 1.3695 -2.3186 -0.2808
H 3.4375 -1.3271 0.5012
H 3.6103 0.3878 0.1477
H 3.2414 -0.1756 1.8196
H 2.4150 1.7674 1.4206
H -0.4524 2.9904 1.1955
H -1.6951 2.7211 -0.0955
H -1.9976 2.1258 1.5239



Entry 5:
27
Properties=species:S:1:pos:R:3 method="wB97M-V/def2-TZVPD" e_lumo_ev=2.98 gap_ev=6.8 smiles="CC[C@]1(S(C)(=O)=O)CCC([O-])=CC1=O" relative_energy_kcal_mol=13.4 fmax_ev_per_a=6.3 total_charge=-1 homo_ha=-0.14088
C 1.4615 -1.7085 -1.4391
C 1.4913 -0.1650 -1.1318
C 0.2226 0.1012 -0.3410
S 0.3000 1.8409 0.0814
C 1.3138 1.8765 1.5045
O -0.9481 2.4472 0.5097
O 0.9462 2.4689 -1.0421
C -0.1509 -0.9155 0.8451
C -1.4868 -0.5047 1.4780
C -2.6112 -0.4918 0.4377
O -3.7829 -0.4999 0.8078
C -2.2664 -0.5135 -0.9514
C -1.0201 -0.0553 -1.4016
O -0.6670 0.3766 -2.5165
H 1.7509 -2.1688 -0.4694
H 2.2595 -1.8628 -2.1385
H 0.4642 -2.0135 -1.9049
H 1.5855 0.3416 -1.9811
H 2.3588 -0.1547 -0.4730
H 0.7110 1.6702 2.3647
H 1.9961 1.0548 1.4497
H 1.8092 2.7523 1.4181
H 0.8094 -0.8771 1.6274
H -0.1545 -1.9909 0.5776
H -1.4182 0.5511 1.8776
H -1.7761 -1.0574 2.3619
H -3.1974 -0.5019 -1.5508



Entry 6:
23
Properties=species:S:1:pos:R:3 method="wB97M-V/def2-TZVPD" e_lumo_ev="3.89 / 3.77" multiplicity=2 gap_ev="3.0 / 7.0" relative_energy_kcal_mol=9.9 fmax_ev_per_a=1.6 total_charge=-1 homo_ha="0.03177 / -0.11858"
C -0.0298 -2.2501 -0.6904
C -0.0948 -3.2836 -1.8388
H -0.9315 -1.6412 -0.6149
H 0.4424 -2.6711 0.1876
H 0.6341 -1.4246 -0.9558
H -1.1438 -3.4513 -2.1270
H 0.4033 -2.9081 -2.7266
H 0.2399 -4.2709 -1.5166
C -1.5334 1.2489 -1.3680
C -0.1495 0.6378 2.1152
C 1.2805 0.8447 1.9298
C -1.0356 0.8276 1.0569
C -0.5774 1.0630 -0.2337
C 1.7318 1.1035 0.6517
C 0.8491 1.2372 -0.4292
H -0.4592 0.5142 3.1498
H 1.9002 0.8425 2.8143
H -2.0733 0.6790 1.2648
H 2.7784 1.1999 0.3883
H -1.4306 2.2676 -1.7931
H -2.5727 1.1194 -1.0665
H 1.2183 1.2835 -1.4532
H -1.2914 0.6081 -2.2399



Entry 7:
23
Properties=species:S:1:pos:R:3 method="wB97M-V/def2-TZVPD" e_lumo_ev="3.68 / 3.55" multiplicity=2 gap_ev="2.6 / 7.5" relative_energy_kcal_mol=10.2 fmax_ev_per_a=2.2 total_charge=-1 homo_ha="0.04037 / -0.14378"
C 4.3716 0.2404 1.2765
C 3.1718 1.0251 0.7699
H 5.2891 0.3701 0.7159
H 4.6092 0.6049 2.2824
H 4.1639 -0.8276 1.3638
H 3.4018 2.0779 0.5776
H 2.7341 0.6453 -0.1571
H 2.3420 0.9651 1.4825
C -3.1829 1.1282 -1.0884
C -0.9647 -0.8778 1.0930
C 0.0119 -1.3676 0.2330
C -2.0048 -0.0659 0.7007
C -1.9321 0.4337 -0.6211
C -0.0186 -1.0229 -1.1265
C -0.9782 -0.0805 -1.4963
H -0.8637 -1.3847 2.0533
H 0.8092 -1.9966 0.6037
H -2.8100 0.1735 1.3820
H 0.7444 -1.4120 -1.7859
H -3.6741 1.8361 -0.4193
H -3.9947 0.4501 -1.3942
H -1.1715 0.1865 -2.5233
H -2.9546 1.7186 -1.9956



Entry 8:
23
Properties=species:S:1:pos:R:3 method="wB97M-V/def2-TZVPD" e_lumo_ev=0.99 gap_ev=9.9 smiles=Cc1ccccc1.CC relative_energy_kcal_mol=42.9 fmax_ev_per_a=3.9 total_charge=0 homo_ha=-0.32607
C -3.1728 -0.8868 1.9226
C -2.2588 -0.3001 0.9189
C -1.3287 -1.1051 0.2875
C -0.6094 -0.5690 -0.8098
C -0.8919 0.7946 -1.1948
C -1.6699 1.6286 -0.3660
C -2.3813 1.0401 0.6690
H -3.3292 -0.4087 2.8874
H -3.0860 -1.9105 2.1558
H -4.1722 -0.7774 1.4201
H -1.0660 -2.1490 0.7939
H 0.1084 -1.3004 -1.2135
H -0.4625 1.0342 -2.0849
H -1.8549 2.7128 -0.5630
H -3.1683 1.5855 1.2767
C 2.9694 0.1598 -1.0523
C 4.3375 0.0076 -0.5123
H 3.0804 0.8948 -1.9696
H 2.6218 -0.7758 -1.4199
H 2.1954 0.5870 -0.3200
H 5.2499 -0.3745 -1.0606
H 4.2233 -0.8739 0.1615
H 4.6659 0.9862 0.0734



Entry 9:
23
Properties=species:S:1:pos:R:3 method="wB97M-V/def2-TZVPD" e_lumo_ev=1.04 gap_ev=10.1 smiles=Cc1ccccc1.CC relative_energy_kcal_mol=12.7 fmax_ev_per_a=1.7 total_charge=0 homo_ha=-0.33314
C 1.9460 -1.8100 -0.9624
C 0.6521 -1.4841 -0.2949
C -0.5480 -1.7797 -0.9305
C -1.7828 -1.5462 -0.3408
C -1.8127 -0.9867 0.9402
C -0.6066 -0.7151 1.5560
C 0.6382 -0.9838 1.0094
H 2.5728 -0.9635 -1.1841
H 1.8471 -2.2754 -1.9478
H 2.6143 -2.4832 -0.4191
H -0.5461 -2.2943 -1.8856
H -2.7147 -1.5147 -0.8813
H -2.7360 -0.8668 1.4843
H -0.5997 -0.3566 2.5830
H 1.5142 -0.6914 1.5567
C 0.6981 2.7215 -0.2282
C -0.7658 2.4547 0.1535
H 1.1461 3.3493 0.5312
H 1.3040 1.8183 -0.2935
H 0.7301 3.2697 -1.1665
H -1.0457 1.4530 0.4630
H -1.3983 2.6073 -0.7213
H -1.1068 3.0776 0.9789



Entry 10:
23
Properties=species:S:1:pos:R:3 method="wB97M-V/def2-TZVPD" e_lumo_ev=0.98 gap_ev=10.0 smiles=Cc1ccccc1.CC relative_energy_kcal_mol=11.1 fmax_ev_per_a=1.9 total_charge=0 homo_ha=-0.33133
C -1.4136 3.5276 0.6577
C -1.0704 2.1355 1.1172
C -1.0405 1.7881 2.4727
C -0.6938 0.5305 2.9226
C -0.4908 -0.4686 1.9717
C -0.4244 -0.1465 0.6245
C -0.6523 1.1592 0.2209
H -2.0001 3.4189 -0.2593
H -0.5196 4.1030 0.5508
H -2.1288 4.0369 1.3052
H -1.2035 2.6059 3.1697
H -0.4559 0.3494 3.9531
H -0.3421 -1.4978 2.2777
H -0.1503 -0.9217 -0.0779
H -0.5861 1.3974 -0.8374
C 1.2498 -3.1024 -3.0917
C 2.0571 -2.4016 -1.9620
H 1.4481 -2.6102 -4.0354
H 1.5307 -4.1316 -3.0818
H 0.1964 -3.1083 -2.8114
H 3.0316 -2.2209 -2.3910
H 2.1006 -2.9658 -1.0307
H 1.5577 -1.4771 -1.6653